Record 1
{
  "formula": "C3H5N5",
  "method": "wB97M-V/def2-TZVPD",
  "species": ["C", "C", "C", "H", "H", "H", "H", "H", "N", "N", "N", "N", "N"],
  "positions_angstrom": [[0.603, -0.273, 0.393], [0.296, 1.189, 0.042], [-0.702, -0.641, -0.136], [1.958, -1.931, -0.168], [2.545, 0.030, -0.348], [0.667, -0.422, 1.422], [0.418, 2.064, 0.728], [0.705, 1.537, -0.982], [1.597, -0.850, -0.436], [-1.039, 0.640, -0.284], [-2.454, 0.664, -0.176], [-2.822, -0.557, -0.059], [-1.772, -1.448, 0.004]],
  "forces_ev_per_angstrom": [[1.841, -0.856, -1.438], [0.346, 1.932, -2.067], [-3.523, -0.207, 1.118], [-1.120, 4.210, -0.485], [-3.115, -4.287, -0.318], [0.161, -0.263, 1.948], [-0.518, -1.201, -0.115], [-0.111, -0.716, 1.715], [6.547, 0.361, 0.154], [-3.507, -1.460, 0.259], [0.677, 0.674, -0.138], [1.189, 0.299, -0.505], [1.134, 1.514, -0.129]],
  "lowdin_charge": [-0.421, -0.035, -0.311, 0.160, 0.202, 0.127, 0.132, 0.144, -0.020, -0.028, 0.037, -0.057, 0.071],
  "spin_multiplicity": 1,
  "lumo_ev": 0.265
}

Record 2
{
  "formula": "C3H2ClF2N",
  "method": "wB97M-V/def2-TZVPD",
  "species": ["N", "C", "C", "F", "Cl", "C", "F", "H", "H"],
  "positions_angstrom": [[-0.969, 3.432, -1.211], [-0.293, 2.557, -0.970], [0.751, 1.266, -0.617], [1.244, 0.855, -1.766], [2.104, 2.032, 0.207], [0.039, 0.280, 0.390], [-0.656, 0.911, 1.314], [0.815, -0.275, 0.857], [-0.460, -0.373, -0.164]],
  "forces_ev_per_angstrom": [[-1.214, 1.561, -0.441], [3.018, -4.380, 1.127], [-2.146, 4.181, 1.128], [-0.531, -1.448, -0.671], [0.323, 0.282, 0.553], [3.698, 1.844, -0.657], [-1.084, 1.066, 0.761], [0.982, -0.436, 0.513], [-3.046, -2.671, -2.312]],
  "lowdin_charge": [0.134, -0.157, -0.768, 0.036, 0.740, -0.232, 0.046, 0.115, 0.087],
  "spin_multiplicity": 1,
  "lumo_ev": 0.729,
  "smiles": "N#C[C@@](F)(Cl)CF"
}

no.,frontier orbital gap (eV)
1,10.4264
2,12.5946